1.
# C6H6

An isolated molecule of C6H6 (ωB97M-V with the def2-TZVPD basis set, the OMol25 dataset).

## Properties
**Energy**: -232.08975 Eh
**Maximum force**: 0.500 eV/A
**SMILES string**: C#CCCC#C
**Kohn-Sham gap**: 10.99 eV
**HOMO energy**: -10.02 eV
**Energy above the lowest of the compared OMol25 structures with the same formula, charge and spin**: 3.716 eV

Last columns: bonded neighbours and bond lengths (Å).
Geometry (Å):
1 C -0.435 -2.632 -1.370  C2 1.204, H7 1.068
2 C -0.604 -1.645 -0.701  C1 1.204, C3 1.466
3 C -0.714 -0.423 0.100  C2 1.466, C4 1.542, H8 1.096, H9 1.096
4 C 0.452 0.532 -0.227  C3 1.542, C5 1.465, H10 1.095, H11 1.096
5 C 0.584 1.633 0.730  C4 1.465, C6 1.204
6 C 0.746 2.502 1.547  C5 1.204, H12 1.068
7 H -0.287 -3.509 -1.961  C1 1.068
8 H -0.696 -0.675 1.166  C3 1.096
9 H -1.673 0.073 -0.091  C3 1.096
10 H 1.385 -0.042 -0.222  C4 1.095
11 H 0.329 0.920 -1.244  C4 1.096
12 H 0.912 3.267 2.274  C6 1.068

2.
# C6H6

A 2-piece molecular cluster, C6H6 overall (ωB97M-V with the def2-TZVPD basis set, the OMol25 dataset).

## Properties
**Energy**: -231.86788 Eh
**Maximum force**: 3.138 eV/A
**Kohn-Sham gap (alpha / beta)**: 7.27 / 8.80 eV
**<S²>**: 2.015
**Spin multiplicity**: 3
**HOMO energy (alpha / beta)**: -7.06 / -9.78 eV
**Energy above the lowest of the compared OMol25 structures with the same formula, charge and spin**: 3.423 eV

Last columns: bonded neighbours and bond lengths (Å).
Geometry (Å):
1 C 0.905 1.695 -0.228  C2 1.359, C5 1.424, H7 1.017
2 C 1.321 0.778 0.685  C1 1.359, C3 1.518, C5 1.736
3 C 1.060 -0.463 -0.147  C2 1.518, C4 1.310, C5 1.399
4 C 1.514 -1.689 -0.060  C3 1.310, H8 1.086, H9 1.198
5 C 0.180 0.527 -0.598  C1 1.424, C2 1.736, C3 1.399
6 C -2.345 0.190 0.130  H10 1.110, H11 1.073, H12 1.040
7 H 0.890 2.711 -0.274  C1 1.017
8 H 1.133 -2.405 -0.781  C4 1.086
9 H 2.386 -1.904 0.732  C4 1.198
10 H -2.417 -0.538 -0.704  C6 1.110
11 H -2.416 1.260 0.146  C6 1.073
12 H -2.210 -0.161 1.099  C6 1.040

Please write out number 2 again, unchanged.
# C6H6

A 2-piece molecular cluster, C6H6 overall (ωB97M-V with the def2-TZVPD basis set, the OMol25 dataset).

## Properties
**Energy**: -231.86788 Eh
**Maximum force**: 3.138 eV/A
**Kohn-Sham gap (alpha / beta)**: 7.27 / 8.80 eV
**<S²>**: 2.015
**Spin multiplicity**: 3
**HOMO energy (alpha / beta)**: -7.06 / -9.78 eV
**Energy above the lowest of the compared OMol25 structures with the same formula, charge and spin**: 3.423 eV

Last columns: bonded neighbours and bond lengths (Å).
Geometry (Å):
1 C 0.905 1.695 -0.228  C2 1.359, C5 1.424, H7 1.017
2 C 1.321 0.778 0.685  C1 1.359, C3 1.518, C5 1.736
3 C 1.060 -0.463 -0.147  C2 1.518, C4 1.310, C5 1.399
4 C 1.514 -1.689 -0.060  C3 1.310, H8 1.086, H9 1.198
5 C 0.180 0.527 -0.598  C1 1.424, C2 1.736, C3 1.399
6 C -2.345 0.190 0.130  H10 1.110, H11 1.073, H12 1.040
7 H 0.890 2.711 -0.274  C1 1.017
8 H 1.133 -2.405 -0.781  C4 1.086
9 H 2.386 -1.904 0.732  C4 1.198
10 H -2.417 -0.538 -0.704  C6 1.110
11 H -2.416 1.260 0.146  C6 1.073
12 H -2.210 -0.161 1.099  C6 1.040

- Which formula does entry 2 have?
  C6H6

- maximum force of number 1 (C6H6)?
  0.500 eV/A